Entry 1:
Computed, not measured: a cluster of 7 separate species, C23H43Cl15N2O2 in total in a non-equilibrium geometry, with ωB97M-V/def2-TZVPD.

Element x y z (Å)
C  -1.944  3.142  1.264
C  -2.346  3.444  -0.189
C  -2.489  2.049  -0.848
C  -3.668  4.165  -0.225
C  -3.527  5.603  0.210
C  -2.530  6.281  -0.801
C  -1.135  5.622  -0.838
C  -0.376  6.225  -1.996
C  -0.463  5.952  0.468
N  -1.422  4.193  -1.134
O  -0.137  3.414  -1.069
H  -2.740  2.630  1.796
H  -1.118  2.427  1.357
H  -1.619  3.939  1.940
H  -2.821  2.113  -1.884
H  -1.610  1.429  -0.706
H  -3.293  1.538  -0.309
H  -4.084  4.172  -1.202
H  -4.351  3.579  0.443
H  -4.501  6.131  0.302
H  -3.068  5.613  1.189
H  -2.434  7.350  -0.497
H  -2.968  6.284  -1.803
H  -0.844  5.902  -2.913
H  0.694  5.997  -2.015
H  -0.459  7.319  -2.033
H  -1.105  5.824  1.332
H  0.015  6.934  0.566
H  0.354  5.278  0.694
H  -0.013  3.162  -2.002
C  2.603  -3.780  0.227
C  1.219  -3.190  -0.130
C  0.378  -4.296  -0.695
C  0.494  -2.672  1.107
C  1.112  -1.343  1.571
C  0.977  -0.287  0.489
C  1.718  -0.686  -0.765
C  1.135  0.154  -1.904
C  3.198  -0.548  -0.621
N  1.210  -2.079  -1.089
O  1.916  -2.481  -2.273
H  2.589  -4.846  0.510
H  3.268  -3.767  -0.659
H  3.094  -3.249  1.039
H  -0.540  -3.900  -1.102
H  0.857  -4.855  -1.540
H  0.031  -4.977  0.127
H  -0.508  -2.420  0.780
H  0.473  -3.362  1.967
H  0.539  -0.915  2.404
H  2.103  -1.364  2.047
H  1.362  0.674  0.908
H  -0.061  -0.173  0.249
H  1.622  0.022  -2.877
H  1.358  1.206  -1.686
H  0.071  -0.043  -1.942
H  3.730  -1.134  -1.373
H  3.486  -0.880  0.363
H  3.571  0.449  -0.628
H  1.271  -2.412  -2.973
Cl  -2.503  -1.687  -2.547
C  -3.431  -0.400  -3.263
Cl  -4.969  -1.000  -3.859
Cl  -2.582  0.305  -4.615
H  -3.643  0.333  -2.478
Cl  0.974  -5.293  4.191
C  1.769  -6.657  3.358
Cl  0.906  -7.154  1.915
Cl  2.016  -8.001  4.463
H  2.736  -6.267  3.069
Cl  2.967  -7.199  -3.107
C  3.288  -5.390  -3.187
Cl  2.959  -4.793  -4.839
Cl  4.945  -5.023  -2.724
H  2.608  -4.941  -2.477
Cl  -5.304  -5.456  2.586
C  -3.641  -4.958  2.865
Cl  -3.447  -3.196  3.016
Cl  -2.553  -5.589  1.614
H  -3.289  -5.477  3.717
Cl  6.056  1.799  4.742
C  4.356  1.571  4.308
Cl  3.360  0.962  5.647
Cl  4.233  0.460  2.998
H  3.918  2.494  3.984

frontier orbital gap: 9.13 eV
spin multiplicity: 1
SMILES: CC1(C)CCCC(C)(C)N1O.CC1(C)CCCC(C)(C)N1O.ClC(Cl)Cl.ClC(Cl)Cl.ClC(Cl)Cl.ClC(Cl)Cl.ClC(Cl)Cl
E_LUMO: 0.249 eV

Entry 2:
Computed, not measured: a structure of composition C23H43Cl3CoN3O4Si in a non-equilibrium geometry, with ωB97M-V/def2-TZVPD.

Element x y z (Å)
C  -0.802  7.153  -1.325
C  -1.579  7.264  -2.590
H  0.282  7.288  -1.511
H  -0.950  6.172  -0.825
H  -1.114  7.963  -0.630
C  -1.462  8.342  -3.396
C  -0.564  9.510  -3.114
H  -2.070  8.416  -4.306
H  0.491  9.209  -2.946
H  -0.914  10.097  -2.241
H  -0.578  10.187  -3.982
Co  -1.990  2.809  0.011
Cl  -4.106  2.350  -0.315
Cl  -1.016  4.660  0.658
H  0.347  -5.147  -1.545
H  0.375  -5.034  1.457
C  1.215  -4.508  -1.332
C  1.268  -4.459  1.138
N  1.027  -3.759  -0.111
H  1.365  -3.817  -2.165
C  0.185  -2.686  -0.135
O  -0.503  -2.312  -1.093
H  1.537  -3.745  1.932
H  0.227  -2.108  0.805
H  2.091  -5.152  -1.226
H  2.101  -5.160  1.002
H  4.307  2.660  0.101
H  2.166  4.541  -1.647
C  3.939  2.060  -0.760
C  2.432  3.585  -2.130
N  2.570  2.500  -1.155
H  3.921  0.996  -0.467
C  1.492  1.991  -0.585
O  0.345  2.418  -0.562
H  1.669  3.379  -2.903
H  1.678  0.943  -0.066
H  4.609  2.195  -1.619
H  3.426  3.639  -2.583
O  -1.872  4.874  -2.908
C  -2.550  6.134  -2.937
C  -2.641  6.457  -5.439
C  -3.321  6.340  -4.224
H  -1.548  6.500  -5.415
C  -3.367  6.531  -6.637
H  -3.251  6.080  -2.094
C  -4.721  6.333  -4.184
H  -2.834  6.581  -7.586
C  -4.765  6.552  -6.597
C  -5.443  6.449  -5.376
H  -5.218  6.240  -3.212
H  -5.345  6.679  -7.507
H  -6.533  6.482  -5.347
Si  -1.829  3.554  -4.023
Cl  2.068  -0.540  0.065
C  -0.653  3.876  -5.446
C  -3.573  3.005  -4.454
C  -1.259  2.156  -2.976
H  -1.044  4.507  -6.258
H  -0.417  2.897  -5.901
H  0.291  4.335  -5.102
H  -0.505  2.643  -2.361
H  -0.779  1.315  -3.492
H  -2.103  1.779  -2.372
H  -4.197  3.780  -4.924
H  -4.036  2.718  -3.489
H  -3.545  2.110  -5.107
C  -1.579  -1.338  2.545
N  -0.503  -0.365  2.446
C  0.790  -0.734  3.026
C  -0.704  0.825  1.867
O  -1.776  1.164  1.313
H  -1.072  -2.304  2.658
H  -2.158  -1.303  1.613
H  -2.219  -1.152  3.420
H  1.574  -0.451  2.296
H  1.007  -0.220  3.985
H  0.769  -1.824  3.158
H  0.141  1.522  1.921

charge: -1
frontier orbital gap (spin up / spin down): 6.81 / 6.80 eV
<S²>: 3.756
spin multiplicity: 4
ΔE to the lowest compared entry with this formula, charge and spin: 0.9831 eV
E_LUMO (spin up / spin down): 2.638 / 2.638 eV

Entry 3:
Computed, not measured: a structure of composition C23H43Cl3MnN3O4Si in a non-equilibrium geometry, with ωB97M-V/def2-TZVPD.

Element x y z (Å)
C  1.618  -0.812  -3.195
C  1.174  0.606  -3.126
H  1.329  -1.273  -4.148
H  1.184  -1.401  -2.361
H  2.716  -0.894  -3.107
C  0.656  1.342  -4.123
C  0.446  0.861  -5.526
H  0.375  2.389  -3.949
H  0.632  -0.211  -5.629
H  1.093  1.395  -6.236
H  -0.587  1.071  -5.834
Mn  0.211  -0.398  0.638
Cl  2.317  0.006  1.086
Cl  0.109  -2.552  -0.139
C  0.574  2.714  1.619
O  -0.270  1.796  1.601
N  0.286  3.984  1.940
C  -1.081  4.356  2.293
C  1.240  5.082  1.867
H  1.629  2.513  1.375
H  -1.702  3.455  2.353
H  -1.481  5.031  1.533
H  -1.062  4.866  3.254
H  2.214  4.718  1.507
H  1.364  5.541  2.863
H  0.869  5.856  1.177
H  -1.408  -0.940  -2.775
H  -2.355  1.515  -3.096
C  -2.238  -1.124  -2.084
C  -3.173  1.108  -2.471
N  -2.683  0.134  -1.502
H  -1.897  -1.810  -1.309
C  -2.402  0.502  -0.256
O  -1.803  -0.245  0.563
H  -3.644  1.941  -1.925
H  -2.713  1.531  0.010
H  -3.070  -1.560  -2.645
H  -3.910  0.644  -3.137
O  0.186  0.639  -0.989
C  1.200  1.181  -1.709
C  -0.102  3.399  -1.583
C  1.118  2.713  -1.627
H  -1.047  2.842  -1.555
C  -0.115  4.800  -1.621
H  2.186  0.867  -1.307
C  2.315  3.422  -1.682
H  -1.073  5.330  -1.673
C  1.094  5.494  -1.644
C  2.315  4.813  -1.677
H  3.218  2.809  -1.776
H  1.089  6.591  -1.684
H  3.265  5.352  -1.730
Si  0.433  -6.546  -0.005
Cl  0.619  -5.710  -1.920
C  -1.402  -6.592  0.346
C  1.561  -5.455  0.988
C  1.004  -8.362  0.218
H  -1.843  -5.639  0.039
H  -1.584  -6.742  1.418
H  -1.898  -7.406  -0.199
H  0.378  -9.102  -0.301
H  0.943  -8.601  1.294
H  2.045  -8.536  -0.087
H  1.288  -4.407  0.801
H  2.597  -5.593  0.659
H  1.490  -5.650  2.061
C  0.571  -1.485  5.201
N  -0.566  -0.647  4.847
C  -1.334  0.007  5.891
C  -0.787  -0.380  3.540
O  -0.091  -0.940  2.661
H  0.609  -1.550  6.279
H  1.510  -1.037  4.825
H  0.458  -2.486  4.769
H  -1.168  1.099  5.887
H  -2.412  -0.177  5.761
H  -1.014  -0.394  6.855
H  -1.615  0.343  3.321

charge: -1
frontier orbital gap (spin up / spin down): 4.99 / 7.00 eV
<S²>: 8.757
spin multiplicity: 6
ΔE to the lowest compared entry with this formula, charge and spin: 0.0369 eV
E_LUMO (spin up / spin down): 2.420 / 2.417 eV

Among the records above, which one has the lowest spin multiplicity? C23H43Cl15N2O2

Which of these has the highest spin multiplicity? C23H43Cl3MnN3O4Si

Which value of spin multiplicity does entry 3 give? 6

What is the formula in the third record? C23H43Cl3MnN3O4Si